Molecular formula: C4H7N5
Method: DFT, ωB97M-V/def2-TZVPD

CARTESIAN COORDINATES (ANGSTROEM)
C1 -0.76702 0.21161 -0.20932
C2 1.22337 -0.83914 -0.08927
C3 1.44182 0.61538 -0.40437
C4 0.99835 1.68071 0.55980
H1 -3.63796 -0.36539 0.59420
H2 -3.18975 -1.13796 -0.80281
H3 -0.66418 -1.79382 0.44314
H4 3.00433 -1.47258 -0.23378
H5 2.16470 0.81248 -1.26078
H6 0.80013 1.40931 1.57812
H7 1.39841 2.68069 0.45593
N1 -2.79514 -0.72631 0.09145
N2 -2.03356 0.43348 -0.28242
N3 -0.13304 -0.95621 0.13408
N4 2.08526 -1.80769 -0.01997
N5 0.10428 1.25545 -0.55402

* E: -430.3293 Eh
* orbital gap: 9.8 eV
* energy relative to the best compared isomer or geometry (same formula, charge and spin): 83.5 kcal/mol
* HOMO energy: -0.3247 Eh